14
Properties=species:S:1:pos:R:3:forces:R:3 method="wB97M-V/def2-TZVPD" gap_ev=7.08 de_lowest_kcal_mol=111.7
C 1.133204 -1.926011 -0.398088 0.6768 0.7605 -0.3791
C -1.177029 -1.712058 0.255555 -2.3722 0.1178 1.0523
C 0.314833 1.164631 -0.027308 -0.1927 -0.8851 0.4663
C -1.427112 -0.549965 1.111812 -1.5814 1.7161 0.8080
C 1.091877 2.078251 -0.861070 1.2289 0.6161 -0.6456
N 0.055080 -1.826248 0.057569 2.4645 -1.7169 -1.7520
F 1.351596 1.525997 -2.090661 -0.0178 -0.2306 1.1065
F 0.615228 3.275209 -1.129741 -1.4483 1.5443 -0.4123
F 2.277143 2.409197 -0.252460 -0.1489 -1.0257 -0.1855
S -1.292292 1.150621 0.153635 1.0580 -1.0139 0.0491
H 2.142281 -2.183333 -0.187626 0.2140 -0.4500 0.3244
H -1.858683 -2.505593 -0.119300 0.4048 0.9744 0.5464
H -2.449110 -0.480580 1.479614 -0.1669 -0.2784 -0.0213
H -0.777018 -0.420119 2.008070 -0.1186 -0.1287 -0.9572

17
Properties=species:S:1:pos:R:3:forces:R:3 method="wB97M-V/def2-TZVPD" charge=+1 multiplicity=5 gap_ev="7.82 / 5.90"
O -0.292604 -1.319346 2.147411 0.4409 -0.4473 1.0385
C 0.247849 -2.328034 1.564246 3.9292 -3.7024 2.8272
O 1.134636 -3.043267 2.003318 -2.2284 1.6119 -1.3972
O -1.413746 1.097095 -0.053586 -3.0987 4.6141 -2.6905
O -0.006429 0.975787 -1.751092 1.3374 -0.8935 -0.9223
C -0.506341 1.567028 -0.729567 7.4438 -3.2386 3.9255
Ir -1.508817 -0.356151 1.074300 -1.9160 -1.6106 1.1085
O 0.604070 1.974252 0.176598 -2.3164 0.5818 -1.4401
C 1.874314 1.805238 -0.469296 -0.6019 0.5685 -0.8793
C 1.618634 0.662921 -1.469534 0.8802 3.2806 -0.8936
O 0.509535 -2.637326 -0.828482 -1.4440 -1.2612 3.2895
C -0.308005 -2.614730 0.110065 2.3975 2.4032 -5.3823
H 2.169745 2.744183 -0.952549 -0.1450 -0.2026 -0.0095
H 2.645585 1.558141 0.269485 -0.5254 -0.0778 0.0384
H 2.193410 -0.195583 -1.101653 -2.2913 -1.3797 0.1121
H 2.064044 0.854753 -2.451458 -0.6372 0.1334 0.0981
O -1.497031 -2.168823 -0.010959 -1.2246 -0.3799 1.1771

12
Properties=species:S:1:pos:R:3:forces:R:3 method="wB97M-V/def2-TZVPD" charge=+2 gap_ev=3.30
O -0.345707 3.024279 -1.424453 -0.0042 -0.9927 0.4639
C -0.440919 1.900244 -1.187597 0.0021 0.3999 -0.6824
C -0.605424 0.585615 -1.013947 -0.7748 1.0650 -0.1938
C 0.293271 -0.264829 -0.270577 0.2555 -0.1105 3.3353
C 1.405588 -0.861220 -0.739720 -0.1881 -0.7741 0.1328
H -1.528517 0.185174 -1.439878 0.2275 0.0847 0.1193
H 1.723793 -0.751220 -1.777112 -0.0969 0.0841 0.2602
H 1.929546 -1.607321 -0.140720 0.1938 0.3918 -0.0215
C -0.065895 -0.601902 1.238616 0.7624 -2.0136 -6.2860
O -1.157735 -0.214633 1.684323 -0.7278 1.3747 2.8528
Mg -1.558510 0.185220 3.530809 -0.2340 -0.1464 -0.8927
H 0.350506 -1.579402 1.540261 0.5847 0.6372 0.9120

10
Properties=species:S:1:pos:R:3:forces:R:3 method="wB97M-V/def2-TZVPD" charge=+1 gap_ev=8.50 de_lowest_kcal_mol=46.2
C 1.671018 -0.300619 0.060254 -1.1064 -1.3321 -0.7379
C 0.851977 -1.272883 -0.004430 0.8029 1.1111 0.6309
C 1.310276 1.094706 0.010121 -0.4577 0.8502 0.2489
C -0.913364 0.150407 0.078016 0.2703 -0.6873 2.3498
C -0.503772 -1.356410 0.057822 1.6674 1.4196 0.0282
N 0.021676 1.192169 0.070422 -0.2933 0.2125 0.1325
H 1.866108 2.084155 -0.075111 -0.1547 -1.9058 0.2221
H -1.337644 0.218843 -0.857057 -1.4315 0.2843 -3.0016
H -1.809132 0.415696 0.695264 0.7395 -0.3556 -0.0313
H -1.157141 -2.226065 -0.035303 -0.0364 0.4031 0.1583

10
Properties=species:S:1:pos:R:3:forces:R:3 method="wB97M-V/def2-TZVPD" charge=+1 multiplicity=3 gap_ev="7.20 / 7.25" de_lowest_kcal_mol=149.0
C -2.826650 -0.407115 0.143206 -0.0917 -1.4285 1.1364
C -1.017143 -0.647813 0.544187 0.7164 -2.9929 -3.5987
C -0.696628 1.051930 -0.186245 1.8041 2.3471 -3.0613
C -1.913227 0.406427 -0.172801 -0.9030 1.6322 1.4798
C 1.422800 -0.462711 -0.112065 1.6655 -2.9739 2.6189
N 0.092238 -0.105737 -0.132095 -4.6752 -0.5430 3.5316
H -0.478004 2.036986 0.144668 0.5757 0.8425 -0.5551
H 1.521923 -1.366207 0.611371 0.0553 1.9299 -0.6048
H 1.912803 -0.886776 -0.943594 -0.5523 -0.2995 -2.0436
H 1.981887 0.381018 0.103368 1.4051 1.4862 1.0968

11
Properties=species:S:1:pos:R:3:forces:R:3 method="wB97M-V/def2-TZVPD" gap_ev="9.32 / 7.31" de_lowest_kcal_mol=157.8
C 2.369605 -0.853024 -0.166066 -1.0454 0.7821 0.2895
C 1.262309 -0.333613 -0.045158 2.3006 -0.5444 0.0160
C 0.067299 0.295518 0.185797 -0.2697 -0.1760 -0.6320
C -1.000049 -0.195292 0.989918 -1.1247 0.0669 0.3033
N -2.087974 0.486353 0.766043 0.4097 -0.4241 0.4066
N -1.800235 1.505934 -0.187429 0.5655 -0.0630 -0.1839
C -0.561287 1.384564 -0.538012 -0.2174 0.3119 -0.0984
H 3.389535 -1.195863 -0.180501 -0.4828 -0.0230 -0.1364
H -0.983984 -1.056479 1.648648 0.0068 0.2121 -0.0491
H -0.517808 -2.183517 -1.196097 -0.0906 -0.0903 -0.0729
H -0.104636 2.016099 -1.291209 -0.0521 -0.0522 0.1571

11
Properties=species:S:1:pos:R:3:forces:R:3 method="wB97M-V/def2-TZVPD" gap_ev=9.83 smiles=N#Cc1ccc[nH]1 de_lowest_kcal_mol=2.9
N 0.063993 -3.119108 -1.172648 -0.2424 -0.1536 0.1269
C -0.072741 -2.037038 -0.808299 0.4869 -0.7113 -0.7586
C -0.066055 -0.693006 -0.418586 1.0490 -0.3266 0.7518
C -0.964003 0.290325 -0.615680 -1.1410 1.4706 0.6428
C -0.562812 1.392031 0.202182 0.7670 0.0367 0.1704
C 0.635360 1.050348 0.804350 -0.4071 -0.5949 -0.0493
N 0.920150 -0.232226 0.429248 -0.4631 0.9066 0.0221
H -1.888796 0.215069 -1.169025 0.1966 -0.0363 -0.0436
H -1.055761 2.322952 0.411585 -0.2357 0.0813 -0.3737
H 1.296960 1.530425 1.528104 -0.4689 0.0620 -0.4392
H 1.693706 -0.719772 0.808769 0.4587 -0.7345 -0.0496

11
Properties=species:S:1:pos:R:3:forces:R:3 method="wB97M-V/def2-TZVPD" gap_ev=10.70 de_lowest_kcal_mol=88.2
C -1.165705 2.814629 -0.199652 0.2842 -0.6445 0.0037
C -0.696465 1.650166 -0.035844 -0.2094 0.4003 0.1380
C -0.185747 0.331506 0.182133 0.0929 -0.1939 -0.1036
C 1.113639 -0.126561 0.144706 -0.0385 0.0109 -0.0153
C 0.985659 -1.525788 0.162503 0.0438 -0.1353 0.0346
N -0.287793 -1.904736 0.220032 0.2114 0.1160 0.0284
N -0.979517 -0.770270 0.222519 -0.1285 0.0860 0.0087
H -0.565589 2.106145 -1.152804 -0.1839 0.4673 -0.1783
H 2.002009 0.485810 0.084661 -0.1176 -0.1611 0.0172
H 1.767590 -2.270533 0.117522 -0.1125 0.0612 0.0784
H -1.988082 -0.790367 0.254225 0.1581 -0.0069 -0.0119

11
Properties=species:S:1:pos:R:3:forces:R:3 method="wB97M-V/def2-TZVPD" gap_ev="7.91 / 7.91" de_lowest_kcal_mol=136.4
C -0.858825 2.296688 0.354276 -0.0097 -0.3962 -0.2330
C -0.887269 1.161567 -0.039515 -0.0786 0.7178 0.0076
C -0.594192 -0.874537 0.917327 0.3702 -0.1600 -0.1184
C 0.742377 -1.169990 0.771896 -0.1222 -0.1283 0.1654
N 1.160412 -0.907316 -0.536249 -0.1260 0.1244 -0.2452
N 0.316953 -0.412407 -1.329897 0.2444 -0.0526 0.3922
C -0.861301 -0.256365 -0.434600 -0.1926 0.1002 0.0332
H -0.835078 3.302377 0.707403 -0.0298 -0.1186 -0.0568
H 1.484873 -1.534272 1.470539 -0.1111 -0.0832 -0.1476
H 2.099290 -1.073682 -0.896967 -0.0889 0.0343 0.0405
H -1.767238 -0.532064 -0.984214 0.1443 -0.0377 0.1620

12
Properties=species:S:1:pos:R:3:forces:R:3 method="wB97M-V/def2-TZVPD" gap_ev=9.72 smiles=C#Cc1n[nH]cc1O de_lowest_kcal_mol=72.4
C 3.138423 -0.162172 0.126586 -3.8490 0.0754 -1.2748
C 1.895605 -0.248727 0.004441 1.8281 0.2821 -0.1488
C 0.405963 -0.292767 -0.156944 -1.2368 -1.8366 2.3686
N -0.316719 -1.530410 -0.046414 3.2465 2.8641 -1.2221
N -1.588863 -1.200804 -0.040609 0.2219 -1.8283 1.0965
C -1.794368 0.113394 0.097061 -0.7942 0.5975 0.3741
C -0.609441 0.755669 0.080740 1.8623 -0.0686 -2.0833
O -0.565170 2.139174 -0.113615 2.8272 -0.7978 1.9469
H 4.168697 0.018408 -0.183416 -0.7254 -0.2944 0.6685
H -2.136615 -2.039836 0.208369 -0.2870 1.3727 -0.4024
H -2.706092 0.626598 0.249647 -0.9920 -0.1272 -0.1280
H 0.317351 2.407569 0.332179 -2.1015 -0.2390 -1.1951

12
Properties=species:S:1:pos:R:3:forces:R:3 method="wB97M-V/def2-TZVPD" gap_ev=7.80 smiles="C=C1C=NC(=O)N=C1" de_lowest_kcal_mol=56.8
C -0.752242 1.798457 -0.600688 0.5123 -2.2619 2.0471
C -0.355907 0.559529 -0.187488 0.9489 1.8916 0.6412
C -0.820165 -0.696120 -0.612446 4.6967 -3.0679 -0.1669
N 0.002390 -1.748947 -0.521005 -3.1081 0.7068 0.3617
C 0.960422 -1.809073 0.501931 2.6897 -3.9361 1.6087
O 1.428218 -2.935320 0.925619 -2.3206 5.1238 -2.1511
N 1.415572 -0.594854 1.095465 0.1829 -1.1886 -0.2209
C 0.798998 0.412043 0.677501 -0.4858 4.8328 3.2727
H -0.464093 2.709817 -0.045590 0.0349 -0.5000 -1.0533
H -1.495776 1.645799 -1.320389 -1.3350 1.2217 -1.0883
H -1.646256 -0.815242 -1.193553 -2.3825 -0.3436 -1.7160
H 0.928840 1.473910 1.280645 0.5664 -2.4788 -1.5348

12
Properties=species:S:1:pos:R:3:forces:R:3 method="wB97M-V/def2-TZVPD" multiplicity=3 gap_ev="5.73 / 7.60" de_lowest_kcal_mol=76.8
C -1.028354 0.940838 -0.687799 -2.3865 0.9281 -0.0562
C -0.276506 1.342440 0.529282 0.6099 0.1740 4.6761
C 0.326639 0.170917 1.202184 -2.7222 4.3863 -4.1165
C 0.563259 -0.992949 0.547528 0.3830 -1.0532 -4.0332
C 0.468053 -1.124757 -0.951591 0.2210 -1.2498 4.5810
N -0.025038 1.643865 -0.911312 0.8459 0.3992 -1.3164
N -0.509153 -0.808976 -1.739324 0.8587 -1.4660 -2.5700
O -1.612879 -0.107380 -1.145286 0.8755 -0.2599 0.1488
H -0.683452 2.255579 1.098188 1.1276 -1.6486 -0.4950
H 0.476406 0.159354 2.171502 0.3952 0.4758 4.7764
H 0.983230 -1.758478 1.176016 0.5398 -0.5103 -0.6092
H 1.317796 -1.720453 -1.289390 -0.7480 -0.1756 -0.9858

15
Properties=species:S:1:pos:R:3:forces:R:3 method="wB97M-V/def2-TZVPD" gap_ev=7.94 smiles="O=[N+]([O-])c1ccc(/C=N/O)o1" de_lowest_kcal_mol=207.2
O -0.828068 3.247900 -1.304023 -1.8970 -0.0448 0.9174
N -0.293585 2.167598 -1.366727 1.9899 0.5504 0.0259
O 0.638410 1.984765 -2.092371 1.5648 -0.8890 -1.5754
C -0.529501 1.056916 -0.496236 -0.0660 -1.3712 3.1645
C -1.691591 0.856368 0.227097 1.7661 0.1353 0.2115
C -1.353914 -0.244787 1.238985 5.5074 3.5432 -5.4499
C 0.157963 -0.541944 0.935736 -6.9721 3.6187 -0.8312
C 0.516271 -1.859756 1.144959 -1.8721 -0.4083 6.4889
N 1.352382 -2.569699 0.606048 0.8501 -3.6301 -0.8868
O 1.126305 -3.936761 1.182431 -0.1994 2.5201 -0.5214
O 0.640177 0.285863 -0.034721 -3.3691 0.8370 -0.8066
H -2.508833 1.674540 -0.058164 1.3502 -2.4730 1.2244
H -2.083604 -0.666252 1.811255 -1.2200 -1.4789 1.7974
H -0.009509 -2.183928 2.268213 1.1467 0.2797 -3.4966
H 1.980409 -4.264565 0.989689 1.4205 -1.1891 -0.2622